Molecular formula: C17H12N12SbSe4W
Method: DFT, ωB97M-V/def2-TZVPD

The geometry in XYZ format:
```
47
Properties=species:S:1:pos:R:3:forces:R:3:lowdin_charge:R:1
W 0.592 0.594 0.444 0.06 -0.09 -0.11 1.062
C -3.139 2.431 2.011 0.01 0.01 0.01 -0.016
C -4.127 1.864 1.231 -0.02 -0.01 -0.01 -0.043
C -3.796 0.841 0.352 0.01 0.00 0.00 -0.003
C -2.473 0.454 0.260 0.04 0.02 0.03 -0.196
N -1.507 1.056 0.977 -0.03 0.00 -0.02 -0.118
C -1.829 2.002 1.863 -0.01 0.00 0.00 -0.161
C -2.004 -0.730 -0.481 -0.01 0.00 0.00 -0.174
C -2.790 -1.570 -1.250 0.00 -0.01 0.00 0.009
C -2.224 -2.736 -1.741 0.01 -0.01 0.00 -0.030
C -0.922 -3.066 -1.408 -0.01 0.00 -0.01 0.015
C -0.185 -2.182 -0.636 0.01 0.03 0.02 -0.189
N -0.714 -1.015 -0.249 -0.05 -0.01 -0.03 0.010
C 1.171 -2.425 -0.115 -0.01 0.01 0.00 -0.240
C 1.786 -3.661 -0.189 -0.01 0.03 0.00 -0.002
C 3.037 -3.818 0.383 0.00 -0.01 0.00 -0.039
C 3.616 -2.740 1.023 0.02 -0.02 0.00 -0.015
C 2.934 -1.536 1.065 -0.02 0.03 -0.01 -0.161
N 1.737 -1.376 0.502 0.08 -0.04 0.05 -0.094
H -3.354 3.208 2.729 -0.01 0.00 0.00 0.119
H -5.154 2.190 1.320 0.00 0.00 0.00 0.110
H -4.556 0.342 -0.231 0.00 0.00 0.00 0.106
H -1.025 2.404 2.466 0.00 0.00 0.00 0.053
H -3.822 -1.326 -1.455 0.00 0.01 0.00 0.110
H -2.808 -3.401 -2.362 0.00 0.00 0.00 0.113
H -0.482 -3.989 -1.754 0.00 0.00 0.00 0.112
H 1.295 -4.487 -0.682 0.00 -0.01 0.00 0.106
H 3.543 -4.773 0.337 0.00 0.00 0.00 0.110
H 4.578 -2.807 1.510 0.00 0.00 0.00 0.117
H 3.359 -0.678 1.567 0.00 0.00 0.00 -0.009
N 0.548 2.390 -2.777 0.02 0.00 0.00 0.146
C 0.157 3.063 -1.649 -0.03 0.01 -0.01 -0.471
N -0.224 4.324 -1.672 0.03 0.01 0.04 0.034
N -0.538 4.596 -0.389 -0.02 0.00 -0.03 -0.061
N -0.358 3.570 0.350 -0.01 0.02 -0.01 -0.058
N 0.081 2.541 -0.423 -0.03 -0.04 0.00 -0.168
C 1.149 1.164 -2.750 -0.07 -0.03 0.01 -0.467
N 1.628 0.582 -3.834 0.05 0.05 0.00 0.031
N 2.097 -0.598 -3.395 -0.03 -0.03 0.01 -0.077
N 1.907 -0.729 -2.138 0.00 -0.01 -0.02 -0.063
N 1.287 0.395 -1.664 0.03 0.04 0.05 -0.100
H 0.675 2.940 -3.609 -0.02 0.00 0.00 0.141
Se 1.288 3.339 4.563 0.02 0.00 0.00 -0.210
Sb 2.303 1.435 3.526 -0.03 0.05 -0.02 -0.281
Se 0.387 -0.142 2.921 -0.01 0.02 0.03 0.092
Se 2.714 1.841 1.031 0.01 0.02 0.05 0.070
Se 4.164 0.217 4.425 0.03 -0.05 -0.01 -0.222
```
Positions in Å, forces in eV/Å.

Output
Max |F| ... 0.15 eV/Å
Net charge ... -1
Electronic energy ... -305458.278 eV
Spin multiplicity ... 3
Orbital gap (alpha / beta) ... 5.43 / 5.04 eV

Molecular formula: C48H61F5O6
Method: DFT, ωB97M-V/def2-TZVPD

The geometry in XYZ format:
```
120
Properties=species:S:1:pos:R:3:forces:R:3:lowdin_charge:R:1
F -5.805 -0.467 -3.952 -0.19 0.28 0.22 0.038
C -4.596 -0.711 -4.508 -0.61 2.11 0.34 -0.318
C -3.725 0.354 -4.717 1.55 -1.89 -0.88 0.023
C -2.509 -0.071 -5.364 -1.38 0.90 1.08 -0.058
C -2.217 -1.382 -5.708 -1.77 0.33 0.53 -0.086
C -3.160 -2.381 -5.413 0.46 1.38 -0.38 -0.065
C -4.370 -1.996 -4.859 0.36 -2.37 -0.02 -0.042
H -3.910 1.392 -4.433 -0.04 -0.51 -0.10 0.110
H -1.791 0.690 -5.558 0.52 0.46 -0.32 0.091
H -1.386 -1.540 -6.335 1.11 -0.48 -0.28 0.082
H -2.950 -3.387 -5.687 -0.09 -0.67 -0.12 0.098
H -5.134 -2.758 -4.663 0.22 0.47 -0.01 0.131
F 0.911 -5.173 4.541 0.41 0.62 0.44 0.045
C 1.118 -3.839 4.709 0.57 0.98 -0.52 -0.282
C 2.340 -3.237 4.351 0.48 -2.32 -0.74 -0.033
C 2.442 -1.879 4.272 1.85 1.22 -1.09 -0.120
C 1.385 -1.086 4.592 -1.90 1.96 0.32 -0.136
C 0.188 -1.614 5.055 0.53 -1.95 -0.24 -0.051
C 0.068 -3.041 5.109 -1.55 0.04 1.13 -0.011
H 3.184 -3.862 3.987 -0.76 0.36 0.41 0.132
H 3.330 -1.351 3.803 -0.90 -1.11 0.80 0.137
H 1.377 0.010 4.405 0.48 -0.87 0.26 0.094
H -0.628 -0.948 5.273 -0.32 -0.14 0.22 0.088
H -0.830 -3.603 5.543 1.10 1.18 -0.93 0.141
F -1.863 4.024 0.188 -0.06 0.20 0.35 0.043
C -2.977 3.689 -0.502 1.26 0.02 0.11 -0.307
C -3.094 2.391 -0.868 -1.14 -2.06 -0.55 -0.026
C -4.252 1.952 -1.571 0.96 -0.55 0.43 -0.056
C -5.113 2.957 -2.014 1.22 -1.09 0.07 -0.105
C -4.870 4.271 -1.677 -2.03 1.00 -1.09 -0.097
C -3.845 4.668 -0.869 -0.09 0.89 0.87 -0.019
H -2.304 1.702 -0.593 -0.08 -0.03 0.05 0.101
H -4.414 0.828 -1.754 0.26 2.03 0.05 0.125
H -5.850 2.724 -2.738 -0.98 -0.19 -0.27 0.092
H -5.600 4.983 -2.110 0.67 -0.16 0.57 0.121
H -3.731 5.652 -0.411 -0.05 -0.10 -0.62 0.131
F -1.665 -5.938 -1.161 0.68 -0.62 0.00 0.073
C -2.015 -4.772 -0.620 -0.59 0.21 0.11 -0.295
C -1.780 -4.493 0.718 -0.91 0.72 -0.68 -0.004
C -2.371 -3.314 1.162 0.16 1.14 1.29 -0.078
C -3.101 -2.447 0.343 0.35 -0.02 0.88 -0.101
C -3.179 -2.715 -0.995 -0.83 0.53 -0.95 -0.092
C -2.681 -3.905 -1.471 0.92 0.25 0.15 -0.021
H -1.231 -5.132 1.375 0.25 -0.33 0.13 0.114
H -2.214 -2.940 2.200 -0.10 -0.75 -0.70 0.114
H -3.560 -1.555 0.764 0.23 -0.14 -0.05 0.085
H -3.659 -2.003 -1.691 0.29 -0.48 0.41 0.108
H -2.607 -4.074 -2.520 -0.36 -0.42 -0.63 0.105
F 1.066 -3.846 -0.767 0.25 0.85 0.11 0.024
C 0.907 -2.510 -0.466 0.60 -0.90 1.21 -0.256
C 0.416 -1.676 -1.435 -0.53 0.41 1.59 -0.021
C 0.036 -0.408 -0.956 0.47 -0.35 -0.65 -0.088
C 0.281 0.055 0.307 0.50 -1.39 0.18 -0.071
C 0.909 -0.813 1.215 -0.12 0.91 -0.11 -0.060
C 1.239 -2.095 0.864 -0.33 -1.26 -1.12 0.003
H 0.191 -2.021 -2.424 -0.09 -0.13 -0.30 0.108
H -0.426 0.257 -1.621 -0.58 0.85 -1.03 0.072
H 0.003 1.048 0.571 -0.13 0.57 0.25 0.089
H 1.128 -0.426 2.190 0.15 -0.10 0.36 0.078
H 1.684 -2.813 1.582 -0.35 0.56 -0.65 0.123
C 2.547 3.598 -2.441 -1.34 0.09 -0.04 -0.006
C 1.382 3.243 -1.514 2.01 1.98 1.04 -0.493
C 1.452 3.819 -0.074 -1.09 -0.51 -1.23 -0.003
O 0.431 2.644 -1.885 -1.77 -1.42 -0.76 0.063
H 2.365 3.128 -3.407 0.18 -0.06 0.02 0.062
H 3.461 3.266 -1.985 0.64 0.08 0.13 0.058
H 2.515 4.692 -2.587 0.33 -0.38 0.19 0.094
H 1.794 2.991 0.565 0.45 0.64 0.04 0.076
H 0.379 3.977 0.179 0.91 0.25 0.07 0.064
H 2.046 4.754 -0.105 -0.20 -0.75 0.61 0.087
C 6.996 1.710 0.936 0.02 -0.25 -0.73 -0.021
C 5.512 1.990 1.029 1.24 0.78 -2.23 -0.506
C 4.958 1.998 2.377 -4.21 -1.41 -0.51 -0.014
O 4.936 2.251 -0.030 -0.11 -0.35 1.72 0.021
H 7.150 1.036 0.070 0.09 -0.11 0.84 0.095
H 7.480 1.446 1.878 -0.10 -0.40 -0.33 0.079
H 7.453 2.626 0.583 0.11 0.50 0.07 0.081
H 4.468 0.957 2.464 0.61 1.28 -0.04 0.124
H 4.109 2.702 2.502 0.47 -0.37 -0.22 0.095
H 5.598 2.079 3.184 1.70 0.26 1.30 0.050
C -5.401 0.466 3.417 2.18 0.46 1.12 0.000
C -3.828 0.568 3.562 -0.57 -0.35 -1.93 -0.463
C -2.949 0.858 2.327 -1.20 1.08 -0.49 -0.026
O -3.290 0.450 4.624 -0.05 -0.20 0.93 0.046
H -5.681 1.488 3.724 -0.49 -0.47 -0.13 0.087
H -5.660 -0.269 4.194 -0.40 0.39 -0.43 0.083
H -5.758 0.230 2.421 0.04 -0.04 0.01 0.065
H -2.042 0.239 2.331 -0.28 0.26 -0.04 0.079
H -2.695 1.949 2.399 0.11 -0.94 0.00 0.084
H -3.515 0.810 1.358 0.56 -0.37 0.92 0.063
C 1.433 0.394 -4.492 1.09 1.82 -1.18 -0.019
C 1.534 -0.611 -5.606 -0.74 -0.01 -1.64 -0.491
C 1.777 -2.071 -5.267 -0.88 0.60 0.60 -0.015
O 1.382 -0.332 -6.793 0.19 0.18 1.42 0.037
H 2.472 0.677 -4.236 -0.22 -0.22 0.00 0.096
H 1.011 0.039 -3.604 -0.71 -0.83 1.28 0.028
H 0.951 1.372 -4.737 0.18 -1.00 -0.25 0.099
H 2.411 -2.464 -6.060 -0.09 -0.33 0.25 0.084
H 0.744 -2.527 -5.292 1.14 0.14 0.05 0.096
H 2.194 -2.156 -4.250 -0.04 -0.34 -0.45 0.064
C -0.852 2.437 4.602 0.26 1.05 -0.31 -0.011
C 0.609 2.575 4.865 1.43 -1.29 -1.33 -0.496
C 1.133 2.764 6.257 1.87 -0.47 -0.75 -0.019
O 1.422 2.442 3.948 -0.90 0.34 0.63 0.018
H -1.412 2.982 5.333 -0.53 0.30 0.49 0.084
H -1.158 1.417 4.660 -0.13 -0.86 0.12 0.049
H -1.101 2.808 3.606 0.19 -0.05 0.09 0.082
H 2.269 2.787 6.147 -1.55 -0.09 0.41 0.111
H 0.825 2.001 6.981 -0.14 0.24 -0.21 0.092
H 0.797 3.734 6.525 -0.33 0.95 0.89 0.067
C 4.034 -0.767 -1.755 -0.51 -0.76 -0.55 -0.011
C 4.415 -1.646 -0.629 0.38 -1.40 1.13 -0.468
C 4.495 -3.215 -0.797 -0.54 1.29 -0.64 0.003
O 4.601 -1.165 0.468 0.19 -0.20 0.09 0.044
H 4.623 -0.970 -2.643 0.37 0.21 -0.11 0.091
H 4.032 0.257 -1.421 0.09 0.37 -0.12 0.070
H 3.031 -1.095 -2.034 -0.30 0.23 -0.02 0.064
H 3.565 -3.647 -0.437 -0.01 0.09 0.80 0.052
H 5.373 -3.627 -0.277 -0.44 0.16 -0.32 0.085
H 4.389 -3.510 -1.845 0.82 0.11 -0.10 0.070
```
Positions in Å, forces in eV/Å.

Output
Max |F| ... 4.47 eV/Å
Net charge ... 0
Electronic energy ... -76635.378 eV
SMILES ... Fc1ccccc1.Fc1ccccc1.Fc1ccccc1.Fc1ccccc1.Fc1ccccc1.CC(C)=O.CC(C)=O.CC(C)=O.CC(C)=O.CC(C)=O.CC(C)=O
Orbital gap ... 9.61 eV

Molecular formula: C24H30N3O11PSTc
Method: DFT, ωB97M-V/def2-TZVPD

The geometry in XYZ format:
```
71
Properties=species:S:1:pos:R:3:forces:R:3:lowdin_charge:R:1
Tc 0.059 0.435 -0.856 -0.11 0.10 -0.05 1.618
O 1.195 -2.608 1.770 -0.02 0.01 -0.02 0.222
C 0.663 -1.866 0.845 0.02 0.00 0.01 -0.430
O 0.248 -0.717 1.033 0.02 -0.01 -0.03 -0.007
C 0.427 -2.494 -0.479 -0.02 -0.02 -0.02 -0.156
C 0.317 -3.841 -0.762 0.00 0.01 -0.02 0.071
C -0.415 -4.213 -1.894 0.01 0.00 0.01 0.039
C -1.139 -3.253 -2.587 0.03 0.02 0.00 0.073
C -0.970 -1.921 -2.232 -0.01 -0.01 0.00 -0.134
N -0.093 -1.567 -1.301 -0.03 -0.06 -0.02 0.008
C -1.921 -0.788 -2.550 0.00 -0.03 -0.03 -0.524
O -2.852 -0.895 -3.283 0.02 0.01 -0.02 0.180
O -1.650 0.294 -1.801 0.09 0.07 0.09 -0.181
H 1.185 -2.154 2.632 0.00 0.00 -0.01 0.174
H 0.731 -4.579 -0.089 0.00 0.00 0.00 0.144
H -0.506 -5.258 -2.157 0.00 0.00 -0.01 0.139
H -1.853 -3.508 -3.358 0.00 -0.01 0.00 0.145
O 2.300 0.105 -0.695 -0.02 -0.02 0.11 -0.204
C 3.600 0.786 -0.520 0.02 0.02 -0.03 -0.162
C 3.553 1.718 0.658 -0.01 -0.01 0.00 -0.169
C 3.262 1.014 1.989 0.00 -0.01 -0.01 -0.112
C 2.085 1.608 2.721 -0.01 0.01 0.02 -0.286
C 2.140 1.859 4.086 0.01 -0.01 0.00 -0.002
C 1.019 2.356 4.731 0.00 0.00 -0.01 -0.031
C -0.128 2.581 3.987 0.00 0.00 0.00 -0.039
C -0.088 2.315 2.629 0.00 0.00 0.00 -0.140
N 0.988 1.849 1.994 0.01 -0.01 -0.02 0.078
H 2.473 -0.716 -1.171 0.00 -0.01 -0.01 0.085
H 3.829 1.318 -1.446 -0.01 0.02 0.00 0.124
H 4.339 -0.003 -0.377 -0.01 0.00 -0.01 0.140
H 2.800 2.480 0.466 0.00 0.00 -0.01 0.050
H 4.516 2.230 0.690 0.01 -0.01 0.00 0.136
H 4.138 1.021 2.636 0.00 0.01 0.00 0.124
H 3.034 -0.041 1.799 0.00 0.00 0.01 0.108
H 3.054 1.669 4.633 0.00 0.00 0.00 0.122
H 1.040 2.562 5.792 0.00 0.00 0.00 0.122
H -1.033 2.958 4.443 0.00 0.00 0.00 0.117
H -0.969 2.482 2.021 0.00 0.00 0.00 0.092
N 0.710 1.237 -2.777 0.06 0.01 -0.03 0.018
C 0.696 0.320 -3.890 0.03 -0.04 0.00 -0.260
C 1.757 -0.578 -4.024 -0.02 0.03 0.03 -0.011
C 1.693 -1.567 -4.979 -0.03 -0.02 -0.05 -0.002
C 0.567 -1.626 -5.811 0.03 0.05 0.06 -0.247
C -0.469 -0.697 -5.712 0.00 -0.03 0.00 0.019
C -0.391 0.298 -4.753 -0.01 -0.01 0.02 0.000
S 0.421 -2.978 -6.941 -0.01 -0.06 0.05 0.571
O -0.265 -3.670 -5.708 -0.01 0.01 -0.03 -0.118
O -0.505 -2.679 -7.974 -0.01 0.01 -0.01 -0.225
O 1.699 -3.541 -7.213 0.01 0.02 -0.01 -0.235
H 1.663 1.560 -2.618 -0.01 0.02 0.03 0.101
H 0.164 2.080 -2.975 -0.08 -0.06 -0.02 0.096
H 2.633 -0.491 -3.392 0.01 0.01 -0.01 0.115
H 2.490 -2.287 -5.114 0.00 -0.01 0.01 0.135
H -1.321 -0.775 -6.374 0.00 0.01 0.00 0.144
H -1.196 1.014 -4.643 0.00 0.01 -0.01 0.141
C 0.826 5.416 1.225 -0.01 0.00 0.01 -0.071
O 0.081 4.921 0.086 0.04 0.00 -0.01 -0.324
P 0.652 3.749 -0.828 -0.08 -0.01 -0.03 0.865
O -0.001 4.143 -2.263 0.06 -0.01 0.06 -0.381
C 0.373 5.411 -2.858 -0.01 0.00 -0.01 -0.071
O -0.479 2.521 -0.541 0.05 0.04 0.03 -0.551
C -1.898 2.896 -0.433 0.00 -0.01 -0.03 -0.053
H 0.166 5.392 2.087 0.00 0.00 0.00 0.092
H 1.127 6.438 1.014 0.00 0.00 0.00 0.097
H 1.703 4.797 1.418 0.00 0.00 0.00 0.072
H 1.457 5.536 -2.852 0.00 0.00 0.00 0.089
H -0.100 6.223 -2.312 0.00 0.00 0.00 0.093
H 0.014 5.393 -3.882 0.00 0.00 0.00 0.096
H -2.464 1.980 -0.312 0.00 -0.01 0.03 0.084
H -2.200 3.406 -1.342 -0.01 -0.03 -0.01 0.100
H -2.017 3.551 0.424 0.01 0.02 -0.01 0.086
```
Positions in Å, forces in eV/Å.

Output
Max |F| ... 0.15 eV/Å
Net charge ... +2
Electronic energy ... -74675.046 eV
Spin multiplicity ... 4
Orbital gap (alpha / beta) ... 7.70 / 6.50 eV

The highest net charge belongs to which entry? C24H30N3O11PSTc